No. 1
Here is a single C3H3N3O molecule in a non-equilibrium geometry from OMol25. Energies are from ωB97M-V/def2-TZVPD.

Its SMILES is N=C=C[C@@H]1N=NO1. The value obtained for the orbital gap is 9.83 eV. Its molar mass is 97.08 g/mol. The HOMO energy comes out at -9.51 eV. The calculation puts the energy above the lowest of the compared OMol25 structures with the same formula, charge and spin at 116.74 kcal per mole.

Each atom is followed by the atoms it is bonded to, with distances in Å.
Atoms and positions in Å:
1 N 2.32 -0.56 0.71  C2 1.213, H8 1.017
2 C 1.23 -0.68 0.20  N1 1.213, C3 1.326
3 C 0.00 -0.89 -0.25  C2 1.326, C4 1.464, H9 1.086
4 C -1.01 0.16 -0.04  C3 1.464, N5 1.586, O7 1.401, H10 1.094
5 N -1.24 1.35 -1.06  C4 1.586, N6 1.206
6 N -1.26 2.13 -0.14  N5 1.206, O7 1.646
7 O -0.73 1.06 0.99  C4 1.401, N6 1.646
8 H 3.07 -0.11 0.18  N1 1.017
9 H -0.24 -1.81 -0.77  C3 1.086
10 H -2.03 -0.23 -0.07  C4 1.094

---

No. 2
Here is a single C2HBrF3NO molecule in a non-equilibrium geometry from OMol25. Energies are from ωB97M-V/def2-TZVPD.

Its SMILES is O=N[C@@H](F)C(F)(F)Br. The value obtained for the orbital gap (spin up / spin down) is 8.59 / 8.59 eV. Its molar mass is 191.93 g/mol. The HOMO energy (spin up / spin down) comes out at -9.85 / -9.86 eV. The calculation puts the energy above the lowest of the compared OMol25 structures with the same formula, charge and spin at 75.06 kcal per mole.

Each atom is followed by the atoms it is bonded to, with distances in Å.
Atoms and positions in Å:
1 O 1.17 -1.66 -0.59  N2 1.218
2 N 0.21 -1.48 0.14  O1 1.218, C3 1.385
3 C -0.65 -0.40 0.04  N2 1.385, F4 1.364, C5 1.583, H9 1.200
4 F -1.53 -0.56 1.07  C3 1.364
5 C 0.30 0.85 0.18  C3 1.583, F6 1.271, F7 1.394, Br8 1.949
6 F 1.06 0.65 1.18  C5 1.271
7 F -0.44 2.02 0.36  C5 1.394
8 Br 1.30 1.05 -1.49  C5 1.949
9 H -1.42 -0.45 -0.88  C3 1.200

---

No. 3
Here is 11 unconnected molecules or ions with the total composition C63H125F3O27 in a non-equilibrium geometry from OMol25. Energies are from ωB97M-V/def2-TZVPD.

Its SMILES is O=C1OC[C@@H](F)O1.COCCOCCOC.COCCOCCOC.COCCOCCOC.COCCOCCOC.COCCOCCOC.COCCOCCOC.COCCOCCOC.COCCOCCOC.Fc1ccccc1.Fc1ccccc1. The value obtained for the orbital gap is 9.37 eV. Its molar mass is 1371.66 g/mol. The HOMO energy comes out at -8.93 eV.

Each atom is followed by the atoms it is bonded to, with distances in Å.
Atoms and positions in Å:
1 O 23.06 17.74 24.44  C2 1.163
2 C 23.16 16.91 25.25  O1 1.163, O3 1.336, O7 1.396
3 O 22.25 16.67 26.19  C2 1.336, C4 1.446
4 C 22.56 15.55 27.05  O3 1.446, C5 1.529, H8 1.064, H9 1.061
5 C 23.61 14.86 26.18  C4 1.529, F6 1.364, O7 1.414, H10 1.082
6 F 23.18 13.73 25.54  C5 1.364
7 O 24.04 15.83 25.24  C2 1.396, C5 1.414
8 H 22.94 15.80 28.01  C4 1.064
9 H 21.69 14.95 27.19  C4 1.061
10 H 24.48 14.54 26.74  C5 1.082
11 C 22.46 10.66 27.02  O12 1.487, H20 1.110, H21 1.105, H22 1.108
12 O 21.84 9.48 26.37  C11 1.487, C13 1.385
13 C 22.24 9.34 25.05  O12 1.385, C14 1.524, H23 1.093, H24 1.093
14 C 21.18 9.79 24.06  C13 1.524, O15 1.442, H25 1.113, H26 1.093
15 O 21.33 11.20 23.77  C14 1.442, C16 1.419
16 C 20.52 11.75 22.74  O15 1.419, C17 1.468, H27 1.115, H28 1.106
17 C 20.89 13.17 22.66  C16 1.468, O18 1.447, H29 1.102, H30 1.097
18 O 22.22 13.22 22.11  C17 1.447, C19 1.409
19 C 22.79 14.51 22.06  O18 1.409, H31 1.142, H32 1.126, H33 1.090
20 H 21.95 11.56 26.61  C11 1.110
21 H 23.55 10.76 26.86  C11 1.105
22 H 22.22 10.58 28.09  C11 1.108
23 H 22.51 8.30 24.88  C13 1.093
24 H 23.12 9.96 24.85  C13 1.093
25 H 20.20 9.62 24.56  C14 1.113
26 H 21.14 9.10 23.21  C14 1.093
27 H 19.45 11.50 22.90  C16 1.115
28 H 20.89 11.29 21.81  C16 1.106
29 H 20.87 13.72 23.61  C17 1.102
30 H 20.17 13.67 22.00  C17 1.097
31 H 23.27 14.90 23.02  C19 1.142
32 H 22.02 15.28 21.76  C19 1.126
33 H 23.58 14.39 21.32  C19 1.090
34 C 19.57 12.11 28.62  O35 1.412, H43 1.102, H44 1.106, H45 1.081
35 O 19.78 12.99 27.54  C34 1.412, C36 1.361
36 C 18.67 13.16 26.77  O35 1.361, C37 1.538, H46 1.162, H47 1.133
37 C 18.77 14.15 25.60  C36 1.538, O38 1.393, H48 1.067, H49 1.099
38 O 19.48 15.26 26.04  C37 1.393, C39 1.420
39 C 18.77 16.18 26.85  O38 1.420, C40 1.579, H50 1.045, H51 1.138
40 C 18.16 17.33 25.96  C39 1.579, O41 1.422, H52 1.124, H53 1.089
41 O 17.32 18.16 26.75  C40 1.422, C42 1.413
42 C 17.60 19.55 26.81  O41 1.413, H54 1.068, H55 1.058, H56 1.116
43 H 19.14 11.16 28.25  C34 1.102
44 H 18.89 12.61 29.34  C34 1.106
45 H 20.52 11.96 29.12  C34 1.081
46 H 17.73 13.55 27.34  C36 1.162
47 H 18.42 12.13 26.39  C36 1.133
48 H 17.78 14.37 25.28  C37 1.067
49 H 19.39 13.71 24.80  C37 1.099
50 H 19.42 16.61 27.55  C39 1.045
51 H 17.92 15.72 27.45  C39 1.138
52 H 17.60 16.92 25.08  C40 1.124
53 H 19.00 17.92 25.59  C40 1.089
54 H 16.86 20.00 27.44  C42 1.068
55 H 17.60 20.09 25.90  C42 1.058
56 H 18.60 19.66 27.28  C42 1.116
57 C 21.25 20.82 22.36  O58 1.413, H66 1.074, H67 1.107, H68 1.077
58 O 21.75 19.71 21.65  C57 1.413, C59 1.427
59 C 23.17 19.53 21.73  O58 1.427, C60 1.559, H69 1.106, H70 1.111
60 C 23.57 18.39 20.76  C59 1.559, O61 1.416, H71 1.115, H72 1.076
61 O 23.54 18.74 19.39  C60 1.416, C62 1.491
62 C 22.16 18.60 18.82  O61 1.491, C63 1.483, H73 1.117, H74 1.118
63 C 22.21 18.31 17.36  C62 1.483, O64 1.412, H75 1.091, H76 1.140
64 O 22.39 16.97 16.93  C63 1.412, C65 1.409
65 C 23.58 16.43 17.44  O64 1.409, H77 1.102, H78 1.085, H79 1.115
66 H 20.18 20.69 22.45  C57 1.074
67 H 21.53 21.76 21.86  C57 1.107
68 H 21.66 20.92 23.35  C57 1.077
69 H 23.49 19.29 22.76  C59 1.106
70 H 23.66 20.46 21.36  C59 1.111
71 H 23.05 17.41 20.90  C60 1.115
72 H 24.62 18.21 20.96  C60 1.076
73 H 21.63 19.57 18.93  C62 1.117
74 H 21.69 17.85 19.51  C62 1.118
75 H 23.01 18.89 16.91  C63 1.091
76 H 21.26 18.62 16.81  C63 1.140
77 H 23.60 16.25 18.53  C65 1.102
78 H 24.46 17.02 17.20  C65 1.085
79 H 23.59 15.42 16.96  C65 1.115
80 C 19.26 10.55 18.83  O81 1.413, H89 1.110, H90 1.120, H91 1.076
81 O 19.47 11.75 18.12  C80 1.413, C82 1.403
82 C 19.57 12.90 18.93  O81 1.403, C83 1.543, H92 1.085, H93 1.079
83 C 19.89 14.11 18.04  C82 1.543, O84 1.414, H94 1.086, H95 1.120
84 O 18.78 14.37 17.20  C83 1.414, C85 1.430
85 C 18.86 15.51 16.33  O84 1.430, C86 1.474, H96 1.082, H97 1.101
86 C 17.51 16.03 16.03  C85 1.474, O87 1.426, H98 1.057, H99 1.113
87 O 17.05 17.03 16.93  C86 1.426, C88 1.448
88 C 17.32 18.40 16.55  O87 1.448, H100 1.088, H101 1.085, H102 1.068
89 H 20.16 10.34 19.45  C80 1.110
90 H 19.03 9.71 18.13  C80 1.120
91 H 18.46 10.59 19.55  C80 1.076
92 H 20.33 12.75 19.70  C82 1.085
93 H 18.66 13.09 19.48  C82 1.079
94 H 20.85 13.94 17.57  C83 1.086
95 H 20.07 14.99 18.71  C83 1.120
96 H 19.37 15.22 15.42  C85 1.082
97 H 19.47 16.32 16.75  C85 1.101
98 H 16.82 15.24 16.15  C86 1.057
99 H 17.43 16.41 14.98  C86 1.113
100 H 16.80 18.59 15.62  C88 1.088
101 H 18.39 18.54 16.43  C88 1.085
102 H 16.98 18.94 17.40  C88 1.068
103 C 14.94 14.62 23.87  O104 1.394, H112 1.089, H113 1.160, H114 1.090
104 O 14.72 15.93 24.28  C103 1.394, C105 1.422
105 C 14.28 16.05 25.63  O104 1.422, C106 1.545, H115 1.048, H116 1.056
106 C 13.89 17.51 25.96  C105 1.545, O107 1.476, H117 1.099, H118 1.105
107 O 12.44 17.66 25.75  C106 1.476, C108 1.391
108 C 12.02 18.98 25.79  O107 1.391, C109 1.493, H119 1.106, H120 1.146
109 C 11.93 19.45 27.20  C108 1.493, O110 1.412, H121 1.112, H122 1.045
110 O 13.18 19.54 27.85  C109 1.412, C111 1.381
111 C 13.95 20.59 27.37  O110 1.381, H123 1.138, H124 1.146, H125 1.125
112 H 14.06 13.98 23.91  C103 1.089
113 H 15.79 14.10 24.47  C103 1.160
114 H 15.30 14.74 22.84  C103 1.090
115 H 15.06 15.76 26.26  C105 1.048
116 H 13.40 15.47 25.73  C105 1.056
117 H 14.37 18.28 25.34  C106 1.099
118 H 14.04 17.61 27.05  C106 1.105
119 H 10.96 18.93 25.47  C108 1.106
120 H 12.52 19.75 25.10  C108 1.146
121 H 11.25 18.84 27.84  C109 1.112
122 H 11.48 20.39 27.16  C109 1.045
123 H 14.75 20.82 28.14  C111 1.138
124 H 13.42 21.59 27.20  C111 1.146
125 H 14.48 20.34 26.41  C111 1.125
126 C 16.08 10.67 23.71  O127 1.518, H135 1.066, H136 1.093, H137 1.082
127 O 16.90 10.65 22.42  C126 1.518, C128 1.391
128 C 17.22 11.86 21.82  O127 1.391, C129 1.566, H138 1.104, H139 1.114
129 C 16.20 12.29 20.72  C128 1.566, O130 1.433, H140 1.069, H141 1.139
130 O 15.07 13.08 21.12  C129 1.433, C131 1.385
131 C 14.28 13.43 20.04  O130 1.385, C132 1.536, H142 1.079, H143 1.104
132 C 13.05 14.14 20.64  C131 1.536, O133 1.370, H144 1.104, H145 1.137
133 O 13.50 15.34 21.14  C132 1.370, C134 1.405
134 C 12.60 16.30 21.64  O133 1.405, H146 1.115, H147 1.111, H148 1.085
135 H 15.20 11.26 23.62  C126 1.066
136 H 16.75 11.09 24.47  C126 1.093
137 H 15.81 9.65 23.92  C126 1.082
138 H 18.18 11.62 21.33  C128 1.104
139 H 17.38 12.68 22.56  C128 1.114
140 H 15.85 11.45 20.15  C129 1.069
141 H 16.82 12.90 19.99  C129 1.139
142 H 13.90 12.61 19.46  C131 1.079
143 H 14.88 14.21 19.54  C131 1.104
144 H 12.65 13.55 21.48  C132 1.104
145 H 12.20 14.20 19.90  C132 1.137
146 H 11.77 15.82 22.21  C134 1.115
147 H 12.08 16.84 20.83  C134 1.111
148 H 13.17 16.90 22.34  C134 1.085
149 C 14.34 21.16 22.76  O150 1.387, H158 1.049, H159 1.102, H160 1.079
150 O 15.04 20.91 21.59  C149 1.387, C151 1.390
151 C 15.45 19.58 21.62  O150 1.390, C152 1.532, H161 1.110, H162 1.163
152 C 16.04 19.33 20.23  C151 1.532, O153 1.353, H163 1.107, H164 1.113
153 O 15.12 19.47 19.24  C152 1.353, C154 1.361
154 C 13.99 18.72 19.22  O153 1.361, C155 1.507, H165 1.099, H166 1.092
155 C 13.72 18.31 17.80  C154 1.507, O156 1.423, H167 1.105, H168 1.087
156 O 13.50 19.50 17.04  C155 1.423, C157 1.416
157 C 13.71 19.30 15.65  O156 1.416, H169 1.073, H170 1.121, H171 1.103
158 H 14.06 22.17 22.80  C149 1.049
159 H 14.88 20.79 23.65  C149 1.102
160 H 13.43 20.59 22.70  C149 1.079
161 H 14.60 18.92 21.88  C151 1.110
162 H 16.20 19.56 22.51  C151 1.163
163 H 16.53 18.34 20.18  C152 1.107
164 H 16.85 20.08 20.07  C152 1.113
165 H 13.13 19.33 19.56  C154 1.099
166 H 14.09 17.84 19.85  C154 1.092
167 H 12.85 17.64 17.66  C155 1.105
168 H 14.65 17.89 17.42  C155 1.087
169 H 14.57 18.74 15.33  C157 1.073
170 H 13.68 20.26 15.08  C157 1.121
171 H 12.86 18.71 15.25  C157 1.103
172 C 18.22 22.25 16.60  O173 1.380, H181 1.076, H182 1.069, H183 1.162
173 O 19.22 21.43 16.11  C172 1.380, C174 1.415
174 C 19.30 21.46 14.70  O173 1.415, C175 1.545, H184 1.089, H185 1.109
175 C 20.51 20.71 14.09  C174 1.545, O176 1.378, H186 1.109, H187 1.156
176 O 20.12 19.40 13.96  C175 1.378, C177 1.419
177 C 21.07 18.53 13.36  O176 1.419, C178 1.462, H188 1.110, H189 1.119
178 C 20.93 17.16 13.83  C177 1.462, O179 1.380, H190 1.153, H191 1.127
179 O 22.04 16.39 13.56  C178 1.380, C180 1.443
180 C 21.96 15.00 13.96  O179 1.443, H192 1.095, H193 1.090, H194 1.173
181 H 18.37 23.28 16.32  C172 1.076
182 H 18.23 22.17 17.66  C172 1.069
183 H 17.18 21.90 16.20  C172 1.162
184 H 19.27 22.53 14.51  C174 1.089
185 H 18.35 21.03 14.32  C174 1.109
186 H 21.51 20.79 14.57  C175 1.109
187 H 20.72 21.15 13.04  C175 1.156
188 H 22.11 18.87 13.54  C177 1.110
189 H 20.91 18.55 12.25  C177 1.119
190 H 19.97 16.73 13.35  C178 1.153
191 H 20.74 17.15 14.94  C178 1.127
192 H 21.81 14.94 15.04  C180 1.095
193 H 22.93 14.57 13.68  C180 1.090
194 H 21.09 14.55 13.32  C180 1.173
195 F 21.04 24.69 21.88  C196 1.355
196 C 20.00 24.09 22.49  F195 1.355, C197 1.391, C201 1.383
197 C 19.00 23.41 21.80  C196 1.391, C198 1.396, H202 1.093
198 C 17.98 22.81 22.54  C197 1.396, C199 1.396, H203 1.071
199 C 17.94 22.96 23.93  C198 1.396, C200 1.386, H204 1.032
200 C 18.93 23.71 24.55  C199 1.386, C201 1.395, H205 1.109
201 C 20.04 24.21 23.87  C196 1.383, C200 1.395, H206 1.120
202 H 19.00 23.34 20.71  C197 1.093
203 H 17.13 22.42 22.04  C198 1.071
204 H 17.18 22.50 24.46  C199 1.032
205 H 18.93 23.74 25.66  C200 1.109
206 H 20.82 24.89 24.29  C201 1.120
207 F 19.24 17.71 19.04  C208 1.390
208 C 19.09 16.95 20.20  F207 1.390, C209 1.344, C213 1.413
209 C 18.08 16.07 20.14  C208 1.344, C210 1.404, H214 1.067
210 C 17.73 15.49 21.37  C209 1.404, C211 1.392, H215 1.093
211 C 18.43 15.72 22.55  C210 1.392, C212 1.444, H216 1.078
212 C 19.57 16.60 22.48  C211 1.444, C213 1.371, H217 1.069
213 C 19.89 17.26 21.32  C208 1.413, C212 1.371, H218 1.114
214 H 17.50 15.90 19.26  C209 1.067
215 H 16.81 14.90 21.44  C210 1.093
216 H 18.13 15.04 23.34  C211 1.078
217 H 20.17 16.59 23.37  C212 1.069
218 H 20.64 18.07 21.38  C213 1.114

---

What is the formula in the second record?
C2HBrF3NO